{"formula": "C30H43N5O3SSiSr", "method": "the ωB97M-V functional and the def2-TZVPD basis", "symbols": ["Sr", "C", "C", "N", "C", "S", "N", "N", "C", "C", "C", "C", "C", "C", "C", "N", "H", "H", "H", "H", "H", "H", "H", "H", "H", "H", "H", "H", "H", "C", "N", "C", "C", "C", "O", "H", "H", "H", "H", "H", "H", "H", "H", "H", "C", "C", "C", "C", "Si", "O", "C", "C", "C", "C", "C", "C", "C", "C", "C", "C", "C", "C", "H", "H", "H", "H", "H", "H", "H", "H", "H", "H", "H", "H", "H", "H", "H", "H", "H", "H", "H", "O", "H", "H"], "coordinates": [[0.65090, 0.83278, 0.37726], [-2.78260, -3.12005, -3.39975], [-1.78482, -2.25529, -4.15729], [-1.66194, -0.92023, -3.60283], [-0.90185, -0.60381, -2.52730], [-0.98415, 1.07521, -2.04464], [-0.25881, -1.62282, -1.98432], [0.64071, -1.28194, -1.01220], [1.04228, -2.23679, -0.24563], [0.50038, -3.63118, -0.29732], [2.18336, -1.95419, 0.68514], [2.80964, -2.99932, 1.35549], [3.90751, -2.73786, 2.15842], [4.35830, -1.43808, 2.28352], [3.67749, -0.45136, 1.58876], [2.63202, -0.69100, 0.80674], [-2.81493, -4.12939, -3.81373], [-3.78656, -2.69641, -3.45434], [-2.49555, -3.18844, -2.35092], [-2.08889, -2.14406, -5.19965], [-0.79930, -2.71916, -4.14931], [-2.21304, -0.17068, -3.98015], [-0.43525, -3.63597, -0.84669], [0.33806, -4.01630, 0.71049], [1.19499, -4.30522, -0.80628], [2.43792, -4.00768, 1.25596], [4.39863, -3.54672, 2.68415], [5.20133, -1.17659, 2.90692], [3.98069, 0.58599, 1.67840], [-3.66535, 3.34706, -0.68827], [-2.54690, 3.95364, -1.39168], [-2.70902, 4.12908, -2.82494], [-1.36202, 4.09609, -0.77379], [-0.19537, 4.57041, -1.60298], [-1.22787, 3.83221, 0.42846], [-4.51070, 4.03709, -0.65797], [-3.35974, 3.10238, 0.32271], [-3.96281, 2.43273, -1.20468], [-3.76521, 4.29416, -3.03099], [-2.37725, 3.24057, -3.36845], [-2.16376, 4.99978, -3.18103], [-0.36405, 5.58506, -1.96635], [-0.05044, 3.92221, -2.46816], [0.70018, 4.56292, -0.98830], [-0.54867, 2.96536, 4.67762], [-1.09860, 1.54540, 4.88827], [-2.44108, 1.46746, 4.14993], [-1.32067, 1.31894, 6.38517], [0.19258, 0.34783, 4.18046], [0.40047, 0.55425, 2.59548], [-0.19568, -1.46996, 4.53155], [-1.47719, -1.99849, 4.70422], [-1.69247, -3.36375, 4.84846], [-0.62151, -4.24463, 4.81730], [0.66266, -3.74794, 4.64298], [0.86548, -2.38205, 4.50497], [1.83024, 0.67407, 5.07643], [2.84700, 1.42039, 4.47760], [4.04881, 1.67551, 5.12740], [4.26430, 1.17987, 6.40523], [3.27264, 0.43062, 7.02334], [2.07636, 0.18442, 6.36310], [-1.21449, 3.69265, 5.15686], [-0.50546, 3.22709, 3.61705], [0.44762, 3.10001, 5.10579], [-3.06322, 2.32510, 4.43231], [-3.00973, 0.57100, 4.39764], [-2.31262, 1.49687, 3.06523], [-2.07827, 2.01715, 6.76016], [-0.40853, 1.48741, 6.96200], [-1.66906, 0.30565, 6.60232], [-2.33816, -1.34404, 4.72673], [-2.69961, -3.73823, 4.98487], [-0.78734, -5.30869, 4.93186], [1.50968, -4.42413, 4.62193], [1.87829, -2.01457, 4.37456], [2.71129, 1.81925, 3.47847], [4.81435, 2.26409, 4.63600], [5.19842, 1.37595, 6.91691], [3.43183, 0.03585, 8.01936], [1.32232, -0.41698, 6.86091], [1.10924, 3.00847, 1.33165], [0.30533, 3.55143, 1.15430], [0.87942, 2.45788, 2.10925]], "forces_ev_per_a": [[-0.41, 0.03, -0.70], [-0.02, -0.04, 0.03], [0.00, 0.02, -0.01], [0.03, 0.07, -0.02], [-0.04, -0.18, -0.04], [0.07, -0.25, -0.04], [0.03, 0.34, 0.12], [-0.12, -0.42, -0.10], [0.31, -0.01, 0.00], [-0.02, -0.07, 0.00], [-0.01, -0.01, -0.22], [-0.05, -0.04, 0.08], [-0.01, -0.05, 0.01], [-0.01, 0.08, -0.01], [-0.03, 0.04, 0.06], [0.14, -0.38, -0.08], [0.00, 0.01, -0.02], [0.00, 0.01, 0.00], [0.01, 0.01, -0.01], [-0.01, -0.01, 0.01], [0.00, -0.01, 0.02], [-0.01, -0.02, 0.01], [0.00, 0.00, 0.01], [-0.03, 0.01, -0.01], [0.00, 0.01, -0.01], [0.03, 0.00, 0.00], [0.00, 0.00, 0.00], [-0.01, -0.02, 0.01], [0.01, -0.01, -0.02], [0.01, -0.02, -0.04], [0.03, 0.05, 0.00], [-0.05, 0.05, -0.01], [-0.10, -0.13, -0.01], [-0.01, 0.05, -0.05], [0.04, 0.07, 0.02], [0.00, 0.00, -0.01], [-0.01, 0.01, 0.01], [0.01, -0.02, 0.01], [-0.01, 0.01, 0.00], [0.00, 0.01, 0.01], [0.01, -0.01, 0.00], [0.01, 0.01, 0.02], [0.01, -0.01, 0.02], [0.00, 0.00, 0.02], [-0.03, 0.06, 0.05], [0.00, 0.08, -0.04], [-0.03, 0.02, -0.01], [-0.04, 0.00, 0.06], [0.16, -0.16, -0.41], [-0.18, 0.36, 0.69], [-0.05, -0.08, 0.02], [0.01, -0.03, 0.02], [0.01, 0.00, -0.01], [-0.02, 0.01, 0.00], [0.02, 0.01, -0.01], [0.01, 0.01, -0.03], [0.03, -0.02, 0.08], [0.06, 0.04, 0.00], [-0.03, -0.03, 0.01], [0.01, 0.00, 0.00], [-0.01, 0.00, -0.01], [0.00, -0.01, 0.01], [0.00, 0.00, -0.01], [-0.01, -0.02, 0.02], [-0.01, -0.03, 0.00], [-0.01, -0.01, 0.00], [0.02, -0.05, 0.00], [0.03, 0.01, 0.00], [0.01, 0.00, 0.01], [0.02, 0.00, -0.03], [0.00, 0.01, -0.02], [0.00, 0.05, 0.01], [0.00, -0.01, 0.00], [0.01, 0.00, 0.00], [-0.01, -0.01, 0.00], [0.01, 0.01, 0.00], [-0.10, -0.01, -0.03], [0.01, 0.01, 0.01], [0.00, 0.00, 0.00], [0.00, 0.00, 0.00], [-0.01, 0.00, -0.02], [0.21, 0.40, 0.41], [0.02, -0.05, -0.08], [0.06, 0.28, 0.29]], "mulliken_charge": [2.045, -1.001, -0.453, -0.133, 0.177, -0.409, -0.714, -0.295, 0.877, -1.099, 0.466, -0.354, -0.609, -0.562, -0.579, -0.373, 0.312, 0.306, 0.226, 0.410, 0.268, 0.185, 0.062, 0.388, 0.312, 0.363, 0.427, 0.422, 0.557, -0.937, 0.137, -0.885, 0.836, -1.321, -0.799, 0.324, 0.239, 0.332, 0.331, 0.203, 0.369, 0.418, 0.365, 0.286, -1.687, 2.199, -1.818, -1.988, -1.029, -0.019, 0.661, -0.217, -0.742, -0.603, -0.771, -0.087, 0.491, -0.110, -0.752, -0.556, -0.774, -0.083, 0.569, 0.112, 0.342, 0.491, 0.351, 0.141, 0.544, 0.352, 0.300, 0.102, 0.421, 0.385, 0.436, 0.400, 0.258, 0.434, 0.383, 0.413, 0.449, -0.851, 0.431, 0.304], "homo_ha": -0.284, "max_force_ev_per_a": 0.807, "de_lowest_ev": 0.000, "e_tot_ha": -2387.0762, "homo_lumo_gap_ha": 0.284}